*P*
The molecule C7H13NO2, computed with ωB97M-V with the def2-TZVPD basis set.

Structure (XYZ):
```
23
Properties=species:S:1:pos:R:3:nbo_charge:R:1
H 2.19343 -1.71090 0.79285 0.204
H -2.05753 1.90429 0.32874 0.230
C -1.15883 1.43269 0.50448 -0.395
H 2.94946 -0.51837 -0.07119 0.192
C 2.07386 -1.19108 -0.13486 -0.423
C -1.26294 -0.07913 0.85709 -0.348
H 1.65995 1.38224 -0.17214 0.167
H 0.08443 -1.78704 1.28191 0.212
O -3.14049 -0.67988 -0.49743 -0.593
H 0.61690 -0.20023 1.91462 0.199
H 2.32934 -1.94796 -0.92631 0.203
H -1.80632 -0.25953 1.77061 0.236
H -0.67619 2.05905 1.26050 0.200
N 0.82326 -0.48720 -0.29215 -0.495
C -1.98431 -0.90302 -0.24702 0.797
C -0.36263 1.57745 -0.75990 -0.404
O -1.22610 -1.79478 -0.82672 -0.687
H 1.27020 0.88347 -1.86146 0.212
H -0.98599 1.20487 -1.61616 0.207
C 0.15449 -0.66344 1.05632 -0.238
C 0.94627 0.84496 -0.76896 -0.209
H -0.27650 -1.68163 -0.59643 0.514
H -0.16376 2.61517 -0.99637 0.218
```

structure (SMILES)	CN1CCC[C@@H](C(=O)O)C1
multiplicity	1
E_HOMO	-9.538	eV
frontier orbital gap	10.25	eV
LUMO energy	0.72	eV

***

*Q*
A 3-piece molecular cluster, C7H13NO2 overall, computed with ωB97M-V with the def2-TZVPD basis set.

Structure (XYZ):
```
23
Properties=species:S:1:pos:R:3:nbo_charge:R:1
H -0.15863 -0.41357 2.58625 0.474
N 2.62759 0.87988 -1.26770 -0.504
O -0.17376 -0.38290 3.54520 -0.942
C -0.96087 0.35515 -1.08090 -0.206
C 2.42036 1.08346 0.06705 -0.060
H 0.76429 -2.13932 -0.54475 0.479
H -1.43818 0.65867 -2.01367 0.198
H 1.39904 0.25263 -2.88198 0.208
C -1.86201 0.09319 -0.12762 -0.166
H -1.47900 -0.27732 0.82170 0.182
C 1.10527 0.86055 0.32779 -0.285
C -3.33089 0.20262 -0.35210 -0.653
H 3.23297 1.29276 0.74631 0.211
C 1.46949 0.46415 -1.83671 -0.039
H -3.58925 -0.19249 -1.31676 0.215
H 0.93348 -3.33035 0.42155 0.467
H 0.70562 1.05288 1.30917 0.216
C 0.48012 0.43868 -0.89901 -0.174
H -3.76893 1.19641 -0.21503 0.221
H 0.73088 -0.26144 3.84269 0.471
O 1.28351 -2.46142 0.21056 -0.945
H -3.91479 -0.37438 0.36891 0.217
H 3.52373 1.00218 -1.71094 0.414
```

structure (SMILES)	C/C=C/c1cc[nH]c1.O.O
multiplicity	1
E_HOMO	-8.088	eV
frontier orbital gap	8.88	eV
LUMO energy	0.79	eV

***

*P* is preferred energetically. Next in line: 0.0105 hartree higher.

***

*P*
The molecule C6H12O4, computed with ωB97M-V with the def2-TZVPD basis set.

Structure (XYZ):
```
22
Properties=species:S:1:pos:R:3:nbo_charge:R:1
H -2.34820 0.32195 -1.63169 0.179
O -0.27570 0.00289 1.64069 -0.544
C 1.37488 -0.80706 0.30786 -0.557
C 0.45164 -0.67948 -0.97028 0.556
H 1.17628 -1.73190 0.84403 0.230
H -2.06262 -0.16965 0.05352 0.166
H -1.97205 1.55214 -0.39838 0.194
H -1.96481 0.80079 2.44860 0.190
C 0.84954 0.38535 1.00539 0.818
C -0.89056 0.97319 2.46250 -0.272
H -0.51147 0.86280 3.48152 0.187
O -0.31412 -1.82578 -1.04054 -0.708
C 1.42235 -0.44195 -2.11978 -0.627
H 2.11500 -1.27190 -2.21680 0.210
O -0.37913 0.51192 -1.02466 -0.574
H -0.65793 1.97382 2.09388 0.213
H 2.42608 -0.71739 0.06090 0.237
C -1.76569 0.53538 -0.73047 -0.246
H 1.95314 0.47606 -1.88693 0.234
O 1.25170 1.50151 0.86422 -0.584
H -0.75874 -1.94774 -0.19279 0.476
H 0.88041 -0.30494 -3.05078 0.222
```

structure (SMILES)	COC(=O)C[C@@](C)(O)OC
multiplicity	1
E_HOMO	-9.846	eV
frontier orbital gap	10.54	eV
LUMO energy	0.70	eV

***

*Q*
The molecule C6H12O4, computed with ωB97M-V with the def2-TZVPD basis set.

Structure (XYZ):
```
22
Properties=species:S:1:pos:R:3:nbo_charge:R:1
H -3.07063 2.30529 1.76680 0.212
O -0.56181 -0.36331 -1.38060 -0.245
H 3.24329 -2.81935 -2.79552 0.226
H 4.09380 -2.41715 -1.06802 0.204
C 1.47791 -1.05490 -1.84790 0.930
C 3.72042 -1.99141 -2.11895 -0.286
H 4.72348 -1.65902 -2.67459 0.204
C -1.51316 1.02101 2.82639 -0.645
H -1.99912 1.73577 -0.79287 0.222
O 0.56430 0.13386 -1.80775 -0.221
H 0.14583 0.48625 0.48878 0.199
H -1.68444 1.71507 3.77185 0.222
O 2.91464 -0.76630 -1.97504 -0.515
O 0.90908 -2.26131 -1.77107 -0.597
C -0.82112 -0.03331 0.03089 -0.120
H -3.15465 0.46568 -0.00001 0.219
H -1.30162 2.82587 1.28077 0.212
C -2.11659 0.99592 0.12664 -0.438
C -1.98806 1.87719 1.50470 -0.416
H -0.99498 -1.00207 0.69651 0.205
H -0.36338 0.71940 2.80396 0.213
H -2.22319 0.08682 2.93505 0.215
```

structure (SMILES)	CCCCOOC(=O)OC
multiplicity	1
E_HOMO	-10.167	eV
frontier orbital gap	10.99	eV
LUMO energy	0.83	eV

***

*P* is preferred energetically. Next in line: 0.2223 hartree higher.

***

*P*
A 2-piece molecular cluster, C3H7N overall, computed with ωB97M-V with the def2-TZVPD basis set.

Structure (XYZ):
```
11
Properties=species:S:1:pos:R:3:nbo_charge:R:1
C 3.68445 -1.78403 -3.09519 -0.402
H -4.36351 2.72041 2.03257 0.329
H 3.28011 -2.56125 -1.06139 0.199
H 4.11493 -0.84111 -3.66056 0.206
H 3.62329 -0.71019 -1.22349 0.192
H -2.36646 2.30912 2.94760 0.140
C 3.42043 -1.68056 -1.77733 -0.391
C -3.17605 1.59133 2.79134 -0.039
H 3.78758 -2.75438 -3.47417 0.195
N -4.12315 1.78396 1.98402 -0.579
H -2.78687 0.58925 3.03840 0.148
```

structure (SMILES)	C=C.C=N
multiplicity	1
E_HOMO	-10.010	eV
frontier orbital gap	11.23	eV
LUMO energy	1.22	eV

***

*Q*
A 2-piece molecular cluster, C3H7N overall, computed with ωB97M-V with the def2-TZVPD basis set.

Structure (XYZ):
```
11
Properties=species:S:1:pos:R:3:nbo_charge:R:1
N 4.07815 1.79102 5.72766 -0.679
H -3.11740 -1.01060 -3.00691 0.193
H 3.37883 1.27725 6.24401 0.383
H 3.20812 2.17102 3.87108 0.117
C -3.42225 -1.98604 -4.78121 -0.378
C -2.66585 -1.68497 -3.72655 -0.394
H -1.87168 -2.33593 -3.38445 0.192
H -3.28274 -2.89176 -5.35572 0.196
H 4.13451 3.54532 4.63348 0.153
H -4.29495 -1.36287 -4.93167 0.191
C 3.85526 2.48756 4.71029 0.026
```

structure (SMILES)	C=C.C=N
multiplicity	1
E_HOMO	-8.978	eV
frontier orbital gap	9.93	eV
LUMO energy	0.95	eV

***

*P* is preferred energetically. Next in line: 0.0096 hartree higher.

***

*P*
C23H25F3IrN4OS as an isolated structure, computed with ωB97M-V with the def2-TZVPD basis set.

Structure (XYZ):
```
58
Properties=species:S:1:pos:R:3:nbo_charge:R:1
C -2.83413 0.64522 -2.75441 -0.218
C 3.24889 -0.46364 0.11509 -0.270
C -3.52522 -0.37620 -3.61183 0.983
H 4.21421 -0.97435 0.03919 0.213
C -1.53649 2.36598 -1.04674 0.112
H 1.71347 -2.64174 -1.94638 0.216
C 4.30905 1.56507 -0.95359 -0.223
C -1.38380 1.49388 3.07163 0.689
N -0.96700 1.20697 -1.37242 -0.456
H -1.65266 -2.51082 -0.77966 0.227
N -0.80587 -1.48629 0.78699 -0.494
C 2.52892 -2.00944 -1.60040 -0.422
Ir 0.50560 -0.06220 -0.62515 0.807
C 3.19122 0.76671 -0.75066 -0.012
C -0.67584 -1.40733 2.12334 0.221
C -2.19887 -3.41877 1.08142 -0.243
F -4.69467 0.07506 -4.07319 -0.307
C 0.19900 -0.34178 2.75948 -0.240
C -3.41161 1.86437 -2.43515 -0.085
H 2.95954 3.82996 -3.07198 0.224
H -4.38126 2.11718 -2.84208 0.249
N 2.15345 -1.39309 -0.29935 -0.404
H -1.10311 -2.25229 4.03882 0.226
H 1.76927 -2.09320 1.65707 0.202
H -2.51220 -4.07792 3.10509 0.236
H 5.25099 1.31230 -0.48021 0.216
C 1.96075 1.07768 -1.35470 -0.233
F -3.77090 -1.50263 -2.91482 -0.319
H -3.18421 2.07289 4.02138 0.251
H 3.02069 -2.98755 0.77405 0.207
H 2.71991 -1.23523 -2.33645 0.240
C 2.05340 -2.48690 0.68469 -0.408
H 1.30807 -3.20785 0.35682 0.222
C -1.55789 -2.47814 0.29645 0.055
H 3.42255 -2.62432 -1.46560 0.202
N -0.51875 0.59359 3.60388 -0.613
H -3.17345 3.70578 -1.34604 0.244
H 5.09159 3.29809 -1.94090 0.226
C 4.22147 2.67678 -1.77693 -0.197
H -2.07489 3.39986 3.69917 0.251
O -1.52400 1.56389 1.86189 -0.647
C -1.26236 -2.33601 2.97138 -0.242
H 0.76867 0.19425 1.99180 0.195
C -2.13469 2.36724 4.03683 -0.707
F -2.77027 -0.72502 -4.66453 -0.310
H 0.98231 2.42073 -2.72294 0.215
H -1.76038 2.29698 5.05633 0.218
C -1.58122 0.37113 -2.23184 0.099
C 1.90186 2.18393 -2.20300 -0.223
H -2.79524 -4.18770 0.61164 0.241
C -2.74721 2.74572 -1.59457 -0.268
H -0.99129 2.99277 -0.35756 0.234
C 3.02106 2.97702 -2.40860 -0.200
H 0.91909 -0.83626 3.41232 0.226
S -0.52276 -1.00609 -2.42065 0.109
H -0.42735 0.51862 4.60162 0.409
H 3.08913 -0.22465 1.17058 0.208
C -2.04454 -3.35225 2.45335 -0.132
```

multiplicity	1
charge	+1
E_HOMO	-10.766	eV
frontier orbital gap	7.16	eV
LUMO energy	-3.61	eV

***

*Q*
C23H25F3IrN4OS as an isolated structure, computed with ωB97M-V with the def2-TZVPD basis set.

Structure (XYZ):
```
58
Properties=species:S:1:pos:R:3:nbo_charge:R:1
C -0.73139 2.63003 1.01019 0.209
H -2.45348 -1.48865 3.79697 0.212
C -1.57045 2.61846 -0.23840 -0.270
H -0.17558 4.40654 3.82835 0.240
Ir 0.34407 0.01715 -0.14636 0.848
H 0.21600 -2.99252 -4.43914 0.242
H -3.34679 0.54972 -0.83052 0.200
H 2.61118 -3.60414 -4.06462 0.250
H -2.53088 0.46042 1.35862 0.196
H 1.83879 2.91710 3.80492 0.246
H -2.76450 -2.86267 0.06211 0.196
N 0.76569 -1.36984 -1.57629 -0.473
H -3.21337 -1.14795 1.58683 0.199
C -0.39348 -1.73821 4.33317 -0.217
C -1.42310 -1.40983 3.46782 -0.219
H 1.63028 3.63795 -2.85418 0.258
C -0.02105 2.52560 -2.15033 0.724
F 4.96223 -1.54888 -2.21325 -0.311
C -1.83424 -2.37421 -0.24990 -0.427
H -1.02124 -2.72655 0.37737 0.239
C 1.17378 -1.24495 2.57076 -0.272
H -0.60637 -2.07258 5.33946 0.224
C 1.07933 2.85298 3.03953 -0.226
H 2.20934 -1.23412 2.26180 0.223
C 4.24835 -2.67746 -2.09029 0.982
H -0.90572 -1.51088 -2.77419 0.210
H -2.48650 3.18476 -0.07993 0.233
H 0.09468 4.14926 -3.57737 0.230
H -1.63733 -2.65200 -1.27936 0.206
F 4.48254 -3.16482 -0.86348 -0.310
C 0.15538 -0.88974 1.68255 -0.165
C 2.78149 -2.42114 -2.30310 -0.208
H -0.92975 4.20993 -1.49576 0.416
C 0.75333 -2.62550 -3.57797 -0.282
F 4.72461 -3.55758 -2.97737 -0.311
O 0.18412 1.31531 -2.00279 -0.676
C 0.12348 -1.81870 -2.66122 0.081
C 0.67010 3.28944 -3.23918 -0.705
C -2.30555 -0.60929 1.28262 -0.261
S 2.61440 -0.58223 -0.13635 0.054
C -0.02707 3.67881 3.04216 -0.124
C -0.93156 3.57746 1.99443 -0.238
N -0.86089 3.21454 -1.36025 -0.581
C 1.19682 1.90201 2.04244 0.091
N -1.98486 -0.91068 -0.12238 -0.448
C 2.08709 -1.58131 -1.42589 0.096
C -1.15593 -0.98656 2.17126 -0.033
H -2.84564 -0.65111 -2.03147 0.208
C -3.09949 -0.49898 -0.98330 -0.411
H -1.78273 4.24172 1.92796 0.234
C 2.09475 -2.95500 -3.37092 -0.086
N 0.29174 1.75346 1.06804 -0.438
C 0.90960 -1.65504 3.87214 -0.200
H 2.03162 1.21893 2.01994 0.232
H -1.83932 1.60225 -0.51485 0.233
H 1.73478 -1.92437 4.51921 0.221
H 0.86579 2.61978 -4.07191 0.259
H -3.99712 -1.08612 -0.75831 0.202
```

multiplicity	1
charge	+1
E_HOMO	-10.601	eV
frontier orbital gap	7.75	eV
LUMO energy	-2.85	eV

***

*Q* is preferred energetically. Next in line: 0.0062 hartree higher.